[1]
Density functional theory data (ωB97M-V with the def2-TZVPD basis set) for a structure of composition C23H71AsF6O12.

Each line ends with the Mulliken charge.
Cartesian coordinates (Å):
As1 0.08016 0.03713 -0.86685  1.58
F1 -1.00223 -0.82426 -1.98759  -0.52
F2 1.12925 0.41083 -2.26055  -0.77
F3 -0.91663 -0.37340 0.53063  -0.44
F4 -0.86885 1.55522 -1.09626  -0.49
F5 0.96998 -1.54796 -0.68776  -0.47
F6 1.17621 0.88201 0.23195  -0.39
O1 1.19939 -0.42799 2.75197  0.41
O2 -0.58213 1.40565 3.63398  -0.69
O3 3.44616 -0.68049 1.47972  0.12
O4 -2.77768 -0.23465 -4.33454  -0.54
O5 -0.02055 5.55947 -3.72981  -0.60
O6 3.65081 -0.02820 -1.20933  -0.03
O7 5.13480 3.88959 0.36105  -0.57
O8 2.15170 -0.98473 -5.30121  -0.55
O9 3.14006 1.23565 3.92677  -0.19
O10 2.77954 -5.63850 1.86599  -0.57
O11 -1.48378 -0.81511 5.16450  -0.43
O12 -3.51861 -1.23725 0.24218  -0.64
C1 1.00974 3.53162 -3.93921  -1.07
C2 -2.42048 -3.24771 -0.54866  -1.02
C3 -1.55024 2.11904 2.87957  1.39
C4 -4.03800 0.89939 -5.96559  -1.57
C5 1.75419 -4.66666 1.69807  1.01
C6 -1.82374 -2.51992 3.55568  -0.98
C7 -4.86112 -2.87763 -1.05384  -1.67
C8 0.43867 -5.35039 2.06606  -1.09
C9 -0.05687 4.29027 -3.15820  1.30
C10 -2.36226 2.73308 3.94721  -1.66
C11 -3.83056 0.73298 -4.48634  0.94
C12 0.85330 -0.43927 -5.40917  -0.17
C13 1.87370 -4.38543 0.23131  -1.00
C14 -3.22007 -2.31165 5.62912  -1.59
C15 -3.49968 -2.18067 -0.80428  1.60
C16 3.01710 2.42771 3.21425  -0.49
C17 -2.46375 -1.58557 4.52198  0.68
C18 4.75151 -0.79946 1.98970  -1.09
C19 4.39596 -0.86881 -2.08858  -0.72
C20 -0.90743 3.18560 1.99399  -1.28
C21 -3.39266 1.97633 -3.77972  -1.42
C22 0.31671 4.44161 -1.67163  -1.01
C23 4.16477 3.17692 -0.45999  -0.18
H1 3.01321 3.32027 3.83989  0.34
H2 -0.47885 4.90028 -1.08442  0.32
H3 -4.07417 -2.85402 5.22358  0.36
H4 -1.02767 -1.33460 5.83061  0.26
H5 -4.17131 2.73909 -3.77775  0.51
H6 -2.49866 2.42791 -4.20977  0.19
H7 0.44305 -0.34367 -4.40386  -0.15
H8 2.23850 -1.72218 -4.69273  0.31
H9 -4.88002 -3.14359 -2.11073  0.39
H10 2.80421 0.15480 -1.62332  0.09
H11 3.81240 2.47593 2.47043  0.38
H12 -2.53720 -2.88426 6.25673  0.41
H13 -4.78834 1.67714 -6.10774  0.38
H14 -3.28970 -1.57754 -1.68759  -0.50
H15 -3.60296 -1.57957 6.34014  0.42
H16 5.47296 -0.11443 1.54435  0.21
H17 3.64275 -5.22230 1.80910  0.33
H18 -2.14306 1.39774 2.31708  -0.17
H19 2.75020 -3.76603 0.04107  0.19
H20 -2.62552 -0.90466 0.35778  0.11
H21 -1.80930 3.23367 4.74204  0.33
H22 -1.42144 -2.81980 -0.46549  -0.12
H23 3.98759 -1.87316 -1.97621  0.18
H24 1.04416 2.47642 -3.66815  0.02
H25 -4.26336 -0.01366 -6.51663  0.39
H26 4.65909 4.59875 0.79967  0.30
H27 0.35132 -5.42822 3.14977  0.35
H28 -5.09276 -3.75593 -0.45132  0.35
H29 -4.77413 0.37920 -4.07087  0.19
H30 1.96725 -3.78089 2.29650  -0.13
H31 1.93046 4.01672 -3.61509  0.30
H32 -2.31510 0.01328 -3.53070  0.15
H33 1.94230 -5.34141 -0.28781  0.36
H34 1.38236 -0.91999 3.55575  0.37
H35 -0.37992 -4.73043 1.70046  0.02
H36 -3.24647 1.81898 -2.71109  0.31
H37 1.06599 -3.78060 -0.18086  0.05
H38 -2.57202 -3.02479 2.94471  0.27
H39 4.00916 1.21297 4.33389  0.23
H40 -2.45598 -3.91489 -1.40988  0.48
H41 3.76480 3.84695 -1.22102  0.32
H42 4.66831 -0.63597 3.06416  0.27
H43 3.43274 -0.63408 0.52094  -0.01
H44 -2.62852 -3.81034 0.36144  0.36
H45 2.13421 2.43061 2.57504  -0.09
H46 5.44621 -0.98687 -1.82185  0.26
H47 4.59939 2.37606 -1.05818  0.12
H48 -3.07494 -0.88517 3.95277  0.25
H49 -0.14893 5.62007 -4.67925  0.33
H50 2.05915 -0.20080 2.39032  0.14
H51 0.56757 3.44727 -1.30225  -0.03
H52 -0.28774 3.91165 2.52025  0.40
H53 0.67413 0.34799 2.96067  0.58
H54 -1.04104 0.88873 4.30016  0.06
H55 -5.70348 -2.20232 -0.90384  0.41
H56 5.08686 -1.81139 1.76248  0.33
H57 0.89275 3.60735 -5.02027  0.45
H58 3.27726 2.82154 0.06359  -0.05
H59 -1.25207 -3.33068 4.00729  0.32
H60 -3.00825 3.52685 3.57208  0.40
H61 -1.69460 3.81088 1.57269  0.51
H62 0.89037 0.57559 -5.80513  0.20
H63 -2.96085 1.99065 4.47503  0.41
H64 0.13619 -1.05176 -5.95571  0.31
H65 -0.28588 2.67400 1.25911  -0.03
H66 4.22395 -0.47985 -3.09218  0.28
H67 1.27228 4.95567 -1.56811  0.38
H68 -1.14660 -1.93223 2.93585  -0.02
H69 -1.02537 3.80217 -3.26714  -0.44
H70 0.30630 -6.37614 1.72194  0.39
H71 -3.07968 1.22651 -6.36898  0.31

Forces on the atoms, in the same order (eV/Å):
-0.42 -0.70 -0.90
-0.97 -0.29 -0.74
1.21 0.58 -1.19
-1.24 -0.48 1.69
-0.39 0.52 -0.18
0.49 -0.32 0.30
1.44 1.02 1.37
-0.69 -1.57 -0.15
1.97 -0.68 -0.72
-0.44 0.30 1.16
-0.73 0.11 -0.15
-0.70 2.67 0.30
1.53 -0.03 0.72
-0.49 -0.93 -0.43
0.97 0.19 -0.96
-0.37 -0.80 0.79
0.70 -0.91 1.63
0.97 1.47 0.28
-1.31 -0.21 0.91
0.11 -0.75 1.05
-0.27 0.43 -0.63
0.38 0.81 0.49
0.55 0.62 -0.24
0.11 -1.21 -1.13
0.24 -0.53 -0.78
0.06 0.82 0.05
-0.02 0.64 0.64
0.92 -0.79 -0.36
-1.84 1.26 0.96
0.77 -0.98 -0.19
-0.65 -0.17 1.52
-0.82 1.17 -0.78
-0.68 0.94 -0.06
0.12 -0.49 0.08
0.37 0.72 -1.41
-0.30 -1.00 0.77
-0.23 -0.49 -0.31
-1.22 -0.26 0.16
0.12 -0.64 0.09
-0.64 1.12 0.45
0.31 -0.83 -0.76
-0.20 0.92 -0.59
-0.01 0.00 0.13
0.15 -0.01 0.00
0.22 -0.43 0.23
0.03 -0.16 0.02
-0.20 0.16 -0.35
0.09 -0.23 -0.06
-0.21 0.13 0.04
-0.68 0.17 0.15
-0.02 -0.27 0.01
-0.72 0.05 -0.21
0.37 0.38 0.06
0.02 -0.64 -0.45
-0.11 -0.09 -0.40
0.29 -0.52 -0.43
-0.29 0.24 -0.13
-0.12 0.32 0.00
-0.03 0.15 -0.08
0.05 0.19 -0.46
0.29 -0.20 -0.07
0.50 0.17 -0.08
0.67 -0.10 -0.24
-0.05 0.09 -0.12
-0.13 -0.29 -0.47
0.09 -0.08 0.03
-0.37 -0.08 0.36
-0.05 0.02 -0.03
-0.03 0.15 0.18
0.43 -0.11 0.14
-0.06 -0.28 0.44
-0.30 0.09 0.19
0.36 -0.19 -0.40
0.45 -0.45 0.40
0.01 0.11 -0.08
-0.03 -0.44 0.87
-0.13 -0.08 0.01
0.39 -0.36 0.01
-0.17 -0.08 0.02
-0.02 0.23 -0.28
0.00 0.01 0.02
0.28 -0.29 0.05
-0.01 0.37 -0.09
0.32 -0.12 -0.06
-0.09 0.37 -1.07
-0.23 -0.03 0.06
-0.40 -0.26 0.44
0.04 0.76 0.09
0.40 -0.10 0.74
-0.24 0.04 0.22
-0.08 -0.69 0.06
2.03 0.30 -1.59
-0.58 -0.14 0.22
0.16 -0.31 0.57
-1.63 1.75 0.44
-0.07 -0.47 0.30
0.08 0.31 0.02
0.39 -0.17 0.37
-0.13 0.15 -0.01
0.30 -0.31 0.42
0.15 0.10 0.44
-0.43 -0.20 -0.16
-0.03 -0.40 -0.54
0.32 -0.19 -0.29
-0.30 -0.10 -0.09
0.21 -0.10 -0.42
-0.21 0.33 -0.42
0.52 -0.39 -0.24
-0.16 0.62 -0.18
-0.11 -0.20 -0.39
-0.21 0.09 0.14
0.40 0.15 -0.53
0.01 0.31 -0.19

Properties
multiplicity = 2
Kohn-Sham gap (spin up / spin down) = 2.313 / 8.731 eV
total charge = -1
HOMO (spin up / spin down) = -0.344 / -6.708 eV

***

[2]
Density functional theory data (ωB97M-V with the def2-TZVPD basis set) for a structure of composition C23H71NO13.

Each line ends with the Mulliken charge.
Cartesian coordinates (Å):
O1 2.18481 -1.84278 1.88398  -0.78
O2 3.06810 -0.16219 0.18561  -0.63
O3 -3.11856 -0.77425 -0.98594  -0.72
O4 -2.04781 -2.70127 -0.43871  -0.48
O5 -3.41494 -3.87603 3.92338  -0.60
O6 -3.06963 0.88848 0.96478  -0.67
O7 -1.88100 2.81966 -2.47061  -0.48
O8 -0.63586 1.63817 1.93958  -0.83
O9 1.37737 -6.20339 1.71472  -0.64
O10 0.00997 -2.03692 1.85085  -0.37
O11 -0.07024 -3.25867 -0.12954  -1.41
O12 0.68855 -2.18497 -1.91486  -0.48
O13 0.83724 -1.35420 3.42016  -0.13
N1 -0.56095 3.41163 -2.39932  0.30
C1 0.22594 2.57020 -1.46572  1.29
C2 -0.99025 4.87569 -4.26553  -1.95
C3 -1.34427 3.52216 3.06691  -1.95
C4 2.73470 0.44594 1.37528  0.67
C5 1.59613 3.20782 -1.30808  -0.51
C6 1.33570 4.67699 -3.37080  -1.37
C7 0.29727 2.73089 -4.74479  -1.62
C8 0.36114 -0.88739 -2.41453  0.72
C9 -0.76711 -0.34172 0.28172  1.51
C10 -0.43488 2.32793 -0.08652  -0.03
C11 2.31318 3.83329 -2.51429  -1.20
C12 0.51935 1.14752 -2.09893  -0.04
C13 -2.45145 -3.38191 3.03019  -0.19
C14 -0.80958 -0.98369 -3.42777  -1.17
C15 1.82068 -2.44655 0.65160  1.12
C16 -0.29014 -0.66107 1.69783  1.72
C17 -0.00264 3.85784 -3.68593  1.60
C18 0.40508 -5.25866 1.51507  -0.12
C19 -1.75186 -2.18710 3.71622  -0.65
C20 0.35217 -4.09001 2.55392  -0.30
C21 3.09043 -2.78184 -0.02105  -1.89
C22 1.85745 1.59443 0.96860  -0.21
C23 -0.47822 2.98893 2.01482  0.61
H1 1.01395 5.51393 -2.75106  0.46
H2 -2.77197 0.13302 0.45792  0.15
H3 -0.89448 3.28512 4.03107  0.36
H4 0.00471 -0.60348 -0.44207  0.05
H5 -0.55913 -1.65897 -4.24593  0.45
H6 -0.43301 0.71346 -2.40340  -0.52
H7 -0.98269 -3.35712 -0.40155  0.65
H8 -0.66854 3.47432 1.05760  0.10
H9 -0.08324 -2.43584 -1.40203  0.30
H10 -2.79360 -0.19998 -1.67937  0.13
H11 -1.70157 -4.13218 2.77948  0.48
H12 -0.10363 -2.64621 0.60531  -0.20
H13 1.56907 3.93844 -0.49964  0.85
H14 -1.08139 -1.63473 3.05786  0.39
H15 -1.89123 4.36544 -4.60609  0.44
H16 1.38042 -1.45983 2.24162  -3.12
H17 -0.90212 3.24588 0.27007  0.90
H18 -1.00367 0.71270 0.13916  -1.01
H19 -2.45406 -1.91118 -0.79502  0.03
H20 0.90802 1.23208 0.57441  -1.01
H21 1.84709 5.08465 -4.24281  0.48
H22 0.57406 -4.89684 0.50085  0.03
H23 2.89594 -3.25625 -0.98293  0.42
H24 -0.50427 2.01092 -4.57958  0.21
H25 2.20535 -0.23488 2.04191  0.75
H26 1.32271 -3.80541 2.96029  0.27
H27 -2.38983 3.36485 -1.86608  0.36
H28 1.19779 -0.44572 -2.95586  0.65
H29 1.66291 -0.87113 3.45381  1.17
H30 -2.90486 -3.11006 2.07697  -0.02
H31 1.22151 -1.84624 -0.03304  0.42
H32 -0.28826 -3.24693 2.29479  -0.58
H33 -4.07163 -0.71644 -1.05341  0.37
H34 -1.40977 5.63469 -3.60520  0.37
H35 -2.38130 3.18866 3.10498  0.36
H36 -1.77600 -1.28723 -3.02527  0.10
H37 2.27873 2.22322 0.18421  -0.61
H38 1.22030 -3.33783 0.83394  -0.93
H39 3.72587 0.64015 1.78514  0.67
H40 -3.36015 1.51975 0.30651  0.30
H41 0.13447 3.18417 -5.72261  0.53
H42 1.56939 2.17399 1.84564  0.14
H43 0.31911 -2.11750 2.75614  -1.14
H44 3.75128 -0.79300 0.42426  0.32
H45 1.93013 -6.16744 0.93065  0.41
H46 -1.06620 -0.31954 2.38281  -0.02
H47 3.56856 -1.83183 -0.25971  0.32
H48 -2.33087 -1.38934 4.18143  0.33
H49 1.30551 2.31697 -4.75993  0.27
H50 -1.70412 -0.88637 0.16573  -0.25
H51 3.17662 4.43243 -2.22514  0.49
H52 -1.07450 -2.51943 4.50289  0.29
H53 0.60559 -0.08607 1.93268  0.93
H54 -2.70909 -3.38374 -0.55341  0.32
H55 -0.91896 0.02233 -3.83279  0.25
H56 -0.50288 5.38482 -5.09701  0.46
H57 2.30553 2.47167 -0.93001  0.11
H58 1.18161 1.24061 -2.95964  0.23
H59 0.98061 -2.11410 3.98427  0.58
H60 0.93344 0.49062 -1.33400  -0.32
H61 0.27614 2.16624 0.72367  0.10
H62 -1.32586 4.61176 3.08981  0.43
H63 -1.32130 1.44541 1.29567  -0.30
H64 3.78050 -3.35721 0.59608  0.41
H65 0.56207 3.18513 2.27446  0.52
H66 -2.86129 -4.49217 4.40860  0.43
H67 -0.14993 -4.51463 3.42324  0.86
H68 -1.14539 1.50133 -0.08814  1.11
H69 2.64195 2.99994 -3.13521  0.22
H70 -0.55939 -5.74987 1.38617  0.36
H71 0.07335 -0.21491 -1.60642  -1.16

Forces on the atoms, in the same order (eV/Å):
3.19 -2.52 -1.94
0.15 0.39 -1.05
-2.38 2.06 -1.68
-4.98 -1.25 -0.04
-0.17 -0.98 0.06
-0.62 0.89 0.90
0.48 -0.18 -0.79
-0.99 -0.35 3.39
1.63 -1.60 0.95
-6.86 4.42 -7.44
-0.28 -3.92 -1.66
0.91 1.92 -3.29
2.41 5.21 13.87
-0.02 0.31 1.88
0.94 -1.53 -1.90
-0.50 -0.42 -0.55
-0.20 1.31 2.42
0.56 2.38 0.22
1.19 1.43 -0.11
-0.64 -0.99 1.42
-1.08 1.21 0.30
-1.40 -6.57 -1.62
0.23 -2.43 1.73
-0.03 3.33 -7.54
-1.67 -0.18 -1.01
0.00 7.61 1.22
0.24 1.70 0.13
0.58 0.33 -0.38
2.78 -0.95 0.59
-0.30 1.21 -2.02
1.23 0.69 -0.12
-0.60 1.59 -1.18
0.45 0.45 -0.04
-0.17 -4.60 1.57
0.99 -0.27 -1.13
2.12 -0.96 1.63
-0.57 3.09 4.59
-0.02 0.25 -0.04
-0.40 -0.06 0.06
-0.30 -0.33 0.36
-0.84 -0.58 1.29
-0.03 -0.04 0.05
0.18 2.44 -0.18
1.19 -0.97 0.20
1.09 2.10 6.45
0.48 -0.66 0.39
0.40 0.39 -0.57
-0.77 0.06 0.14
-0.82 -0.22 0.09
-0.15 0.41 0.09
-2.28 -0.98 1.40
0.09 -0.17 -0.44
2.43 -1.23 -2.74
-1.69 -1.53 -6.23
1.29 -6.24 0.96
-0.29 -0.15 -0.56
2.65 -1.79 0.25
-0.39 -0.24 -0.33
-0.20 0.29 0.52
0.09 -0.28 0.08
0.35 -0.44 -0.33
1.08 1.67 -0.48
0.39 -0.06 -0.67
0.02 0.27 -0.07
0.02 -1.22 0.20
0.68 0.54 1.19
-0.29 0.28 0.12
1.18 0.38 0.81
0.04 -3.84 0.05
-0.61 -0.18 0.03
0.66 -0.05 0.54
0.06 -0.15 -0.41
0.09 -0.26 0.22
0.17 -0.98 2.62
2.37 0.66 0.30
-0.21 1.03 1.00
-0.29 0.24 -0.10
0.01 -0.11 -0.14
0.77 -0.29 -0.24
-1.21 -1.23 -2.04
-0.01 0.45 0.05
0.18 -0.22 0.32
0.27 -0.18 -0.06
0.20 -1.87 -0.89
-0.88 -0.52 -0.03
-0.22 -0.11 0.38
1.82 -0.02 0.15
-0.01 -0.17 0.15
-0.21 -0.53 0.40
-0.95 0.05 -0.53
-0.53 -0.36 0.01
-0.44 -0.22 -0.59
-0.18 -0.02 -0.14
-0.41 0.48 -1.94
-0.10 0.26 0.46
0.65 -0.38 1.35
1.83 3.14 0.28
-1.32 1.05 -3.33
-0.19 0.24 -0.30
-1.04 0.13 1.77
-0.13 -0.30 0.04
-0.33 0.51 0.16
-0.65 -0.31 0.65
0.21 -0.50 0.55
-0.39 5.87 -2.77
0.42 0.04 -0.11
-0.53 -0.03 0.66
-0.64 -5.10 -1.86

Properties
multiplicity = 1
Kohn-Sham gap = 7.221 eV
total charge = 0
HOMO = -7.710 eV

***

For reference, max |F| by record: 2.78, 15.01 eV Å⁻¹.